DFT (ωB97M-V/def2-TZVPD) results for a structure of composition C19H25NO2 in a non-equilibrium geometry.

Geometry (Å):
C (-1.7969, 1.7163, -2.8177)
H (-2.7597, 1.1590, -3.2789)
H (-1.6448, 2.4868, -3.2916)
C (-2.1341, 1.8904, -1.4136)
C (-1.0981, 2.6457, -0.8636)
O (0.1216, 1.9024, -0.3401)
C (1.1365, 1.6228, -1.1574)
C (1.4756, 1.9534, -2.3970)
C (2.5675, 1.4982, -3.1806)
C (3.1717, 0.4489, -2.7288)
C (3.0663, -0.3499, -1.5149)
C (3.6680, -1.5212, -1.2557)
C (3.0318, -2.0595, -0.1337)
C (2.2100, -1.6494, 0.8460)
C (1.4278, -0.5567, 0.3241)
C (1.8817, 0.3535, -0.7319)
H (0.5436, 0.0128, 1.0309)
H (1.8870, -2.0424, 1.6830)
H (3.7225, -3.1296, 0.3533)
H (4.4687, -1.7209, -1.6945)
H (4.0430, 0.0238, -3.4323)
H (3.0018, 2.1895, -3.9384)
H (1.0761, 2.9063, -2.5668)
H (-0.4139, 3.5727, -1.2711)
H (-1.2410, 2.8144, 0.1100)
C (-2.3985, 0.5184, -0.6749)
N (-2.8652, 0.8805, 0.5958)
H (-1.8483, 0.9854, 1.2286)
C (-3.1353, -0.2908, 1.3422)
C (-2.1117, -1.3626, 1.7460)
C (-2.5583, -2.7518, 2.4850)
H (-2.6973, -3.5958, 1.7375)
C (-1.6039, -2.8019, 3.6726)
H (-2.1405, -3.1344, 4.4478)
C (-1.2045, -1.2742, 3.7712)
H (-0.0740, -1.3346, 4.3995)
O (-1.1724, -0.9272, 2.4237)
H (-1.8239, -0.6059, 4.5913)
H (-0.7174, -3.3985, 3.3349)
H (-3.4177, -2.4073, 2.8818)
H (-1.6246, -1.6000, 0.9028)
H (-3.4551, 0.0796, 2.3523)
H (-3.9078, -0.8319, 0.6562)
H (-3.2622, 0.2160, -1.3028)
H (-1.3923, -0.1424, -0.9554)
H (-3.1028, 2.5221, -1.2460)
H (-1.0470, 1.0922, -2.9970)

HOMO energy, eV: -7.86
Maximum force, Eh/bohr: 0.2295
Net charge: 0
LUMO, Eh: 0.0219
Energy above the lowest of the compared OMol25 structures with the same formula, charge and spin, kcal/mol: 361.7
Total energy, Ha: -943.71090